Entry 1:
This record from OMol25 describes a structure of composition C21H24CrNOS5SbSi. The level of theory is wB97M-V/def2-TZVPD.

Structure (XYZ):
```
55
C21H24CrNOS5SbSi wB97M-V/def2-TZVPD
Cr 0.504 0.460 0.271
S -3.678 -1.737 -0.163
Sb -1.477 -2.007 0.403
S -0.785 -0.409 2.082
S -0.004 -1.160 -1.335
S -0.929 -4.148 0.999
C -2.466 4.160 -1.415
Si -2.141 2.338 -0.968
C -3.362 1.995 0.388
C -2.536 1.341 -2.477
N -0.542 2.069 -0.382
C 0.420 2.995 -0.140
C 1.265 2.825 0.997
C 2.355 3.657 1.238
C 2.648 4.719 0.395
C 1.811 4.932 -0.707
C 0.738 4.107 -0.979
H -3.553 4.307 -1.427
H -2.077 4.443 -2.401
H -2.041 4.842 -0.669
H -4.393 2.103 0.019
H -3.205 2.697 1.214
H -3.249 0.975 0.767
H -3.561 1.551 -2.812
H -2.469 0.273 -2.246
H -1.839 1.563 -3.291
H 0.980 2.099 1.757
H 2.975 3.479 2.114
H 3.496 5.368 0.587
H 2.016 5.765 -1.374
H 0.138 4.275 -1.860
O 2.190 -0.668 0.848
S 3.448 -0.398 1.578
C 4.296 0.823 0.580
C 3.906 0.991 -0.730
C 4.590 1.912 -1.514
C 5.650 2.633 -0.984
C 6.031 2.450 0.333
C 5.344 1.536 1.127
C 4.452 -1.808 1.155
C 4.309 -2.397 -0.084
C 5.154 -3.443 -0.425
C 6.127 -3.877 0.467
C 6.248 -3.286 1.712
C 5.397 -2.239 2.062
H 3.052 0.439 -1.111
H 4.281 2.073 -2.537
H 6.173 3.355 -1.599
H 6.845 3.028 0.751
H 5.612 1.388 2.169
H 3.509 -2.069 -0.744
H 5.041 -3.930 -1.384
H 6.781 -4.696 0.196
H 6.987 -3.644 2.417
H 5.460 -1.768 3.038
```

Values from the calculation:
LUMO level (alpha / beta): 3.681 / 3.680 eV
HOMO level (alpha / beta): -0.015 / -0.037 Ha
<S²>: 6.023
Orbital gap (alpha / beta): 4.1 / 4.7 eV
Spin multiplicity: 5
Total charge: -2

***

Entry 2:
This record from OMol25 describes a cluster of 3 separate species, C21H24F2N2O4 in total at a distorted geometry. The level of theory is wB97M-V/def2-TZVPD.

Structure (XYZ):
```
53
C21H24F2N2O4 wB97M-V/def2-TZVPD
O 0.995 -1.741 -1.976
C 0.010 -0.880 -1.766
N -1.411 -1.192 -2.281
C -2.268 -0.936 -1.024
C -1.425 0.039 0.040
C -2.328 1.191 0.777
C -2.934 2.342 -0.221
C -4.423 1.939 -0.803
O -4.468 2.179 -2.271
C -0.218 0.522 -1.013
N 0.847 1.328 -0.350
C 2.235 0.759 -0.432
O 2.977 0.582 -1.532
F 2.901 0.375 0.868
C 0.930 2.761 -0.871
O 1.291 3.091 -2.133
F 0.585 3.928 0.022
H -1.658 -0.435 -2.985
H -2.444 -1.910 -0.359
H -3.317 -0.559 -1.384
H -0.781 -0.649 0.773
H -1.734 1.623 1.712
H -3.272 0.635 1.251
H -2.136 2.548 -1.054
H -3.093 3.324 0.428
H -5.214 2.657 -0.284
H -4.764 0.846 -0.555
H -3.540 2.017 -2.645
H -0.597 1.240 -1.888
C 5.559 -2.915 -3.176
C 5.790 -3.772 -4.252
C 4.717 -4.268 -4.992
C 3.412 -3.901 -4.660
C 3.182 -3.042 -3.586
C 4.254 -2.552 -2.841
H 6.395 -2.531 -2.598
H 6.807 -4.053 -4.514
H 4.896 -4.941 -5.826
H 2.576 -4.284 -5.240
H 2.165 -2.754 -3.330
H 4.074 -1.887 -2.001
C -2.553 0.812 6.007
C -2.058 0.719 4.707
C -0.721 1.018 4.446
C 0.124 1.400 5.488
C -0.370 1.489 6.789
C -1.709 1.199 7.049
H -3.596 0.582 6.210
H -2.715 0.415 3.896
H -0.337 0.953 3.432
H 1.167 1.629 5.286
H 0.289 1.785 7.602
H -2.096 1.274 8.062
```

Values from the calculation:
LUMO level: -1.700 eV
HOMO level: -0.326 Ha
Energy above the lowest of the compared OMol25 structures with the same formula, charge and spin: 218.9 kcal per mole
Orbital gap: 7.2 eV
Spin multiplicity: 1
SMILES: O=C1NC[C@H](CCCO)[C@H]1N(C(=O)F)C(=O)F.c1ccccc1.c1ccccc1